{
  "formula": "C21H19N5O2",
  "method": "the ωB97M-V functional and the def2-TZVPD basis",
  "elements": ["C", "C", "H", "H", "O", "C", "O", "C", "H", "H", "C", "C", "C", "N", "C", "C", "C", "C", "C", "C", "N", "C", "C", "C", "C", "H", "H", "H", "C", "N", "H", "H", "H", "H", "N", "C", "N", "C", "C", "H", "H", "H", "H", "H", "H", "H", "H"],
  "positions_angstrom": [[-5.92669, -0.78108, 0.83018], [-5.59430, 0.56821, 0.21132], [-6.06539, 0.66032, -0.77237], [-5.91217, 1.38942, 0.85684], [-4.18147, 0.74024, 0.06457], [-3.61335, 0.19614, -1.01366], [-4.21397, -0.39311, -1.87109], [-2.11786, 0.44550, -1.05706], [-1.96404, 1.35458, -1.64518], [-1.66667, -0.38109, -1.60891], [-1.48090, 0.59500, 0.32958], [-0.02074, 0.94032, 0.21051], [0.90479, -0.07055, 0.11555], [2.22984, 0.20215, -0.02317], [3.35227, -0.59339, -0.12175], [3.55977, -1.96693, -0.10599], [4.85993, -2.40987, -0.22778], [5.93169, -1.52259, -0.36129], [5.74092, -0.15982, -0.37530], [4.43746, 0.31427, -0.25281], [3.99188, 1.60197, -0.23099], [2.69955, 1.52972, -0.09423], [1.74972, 2.57700, -0.00025], [0.40683, 2.29708, 0.15387], [-0.58330, 3.41104, 0.27509], [-0.09352, 4.37065, 0.13134], [-1.37907, 3.31132, -0.46048], [-1.03956, 3.40477, 1.26520], [2.23370, 3.90254, -0.06580], [2.60215, 4.98669, -0.11707], [6.55838, 0.53479, -0.47554], [6.93023, -1.92254, -0.45423], [5.05289, -3.47165, -0.21980], [2.75392, -2.67539, -0.00453], [0.52808, -1.42251, 0.14545], [0.33891, -2.25081, -0.92204], [-0.02340, -3.43987, -0.55117], [-0.07815, -3.41310, 0.80608], [0.25759, -2.17350, 1.26311], [0.33891, -1.76474, 2.24936], [-0.35316, -4.28440, 1.36457], [0.48892, -1.93309, -1.93441], [-1.60345, -0.34330, 0.87321], [-2.00599, 1.37009, 0.88418], [-6.99940, -0.85670, 0.98147], [-5.42390, -0.89197, 1.78806], [-5.60791, -1.58178, 0.16738]],
  "smiles": "CCOC(=O)CCc1c(C)c(C#N)c2nc3ccccc3n2c1-n1ccnc1",
  "gap_ev": 7.6,
  "fmax_ha_per_bohr": 0.02110,
  "e_above_lowest_ev": 0.000
}

{
  "formula": "C21H19NO3",
  "method": "the ωB97M-V functional and the def2-TZVPD basis",
  "elements": ["C", "C", "C", "H", "H", "O", "C", "O", "C", "C", "C", "C", "C", "C", "C", "C", "C", "C", "H", "H", "H", "H", "H", "H", "H", "H", "N", "C", "O", "C", "C", "C", "C", "C", "C", "H", "H", "H", "H", "H", "H", "H", "H", "H"],
  "positions_angstrom": [[0.04318, -0.17651, -4.55864], [0.38337, 0.56280, -3.52042], [-0.57456, 1.42600, -2.75591], [-1.56855, 1.41938, -3.20590], [-0.19044, 2.45055, -2.69028], [-0.75952, 0.92793, -1.42510], [0.19914, 1.20843, -0.54712], [1.22449, 1.78865, -0.78701], [-0.08005, 0.55044, 0.78278], [0.15239, -0.76097, 0.97765], [0.59436, -1.64621, -0.05604], [0.82061, -2.95788, 0.13394], [1.25087, -3.90721, -0.87159], [1.59553, -5.20354, -0.47530], [2.01597, -6.14317, -1.39529], [2.09725, -5.81270, -2.73808], [1.75132, -4.53505, -3.14945], [1.33291, -3.59251, -2.23180], [1.05721, -2.60727, -2.57547], [1.80717, -4.27441, -4.19660], [2.42454, -6.54626, -3.45992], [2.28044, -7.13788, -1.06649], [1.53503, -5.46818, 0.57128], [0.68576, -3.36770, 1.12831], [0.74020, -1.20536, -1.03038], [-0.00296, -1.18494, 1.96289], [-0.50553, 1.39978, 1.78961], [-0.92787, 2.67705, 1.53722], [-0.96603, 3.12136, 0.40685], [-1.31455, 3.46675, 2.73455], [-1.14200, 4.84772, 2.67605], [-1.48444, 5.64149, 3.75399], [-2.01835, 5.06540, 4.89527], [-2.21516, 3.69522, 4.95161], [-1.86405, 2.89495, 3.87929], [-2.05515, 1.83203, 3.93068], [-2.64749, 3.24785, 5.83446], [-2.28989, 5.68344, 5.73803], [-1.33938, 6.71012, 3.70399], [-0.73203, 5.27666, 1.77443], [-0.50523, 1.04392, 2.73536], [1.39696, 0.56850, -3.14229], [0.75985, -0.78769, -5.08057], [-0.96534, -0.19098, -4.93859]],
  "smiles": "C=CCOC(=O)/C(=C\\C=C\\c1ccccc1)NC(=O)c1ccccc1",
  "gap_ev": 7.7,
  "fmax_ha_per_bohr": 0.01745,
  "e_above_lowest_ev": 2.177
}

{
  "formula": "C21H20BBeF4N2O4",
  "method": "the ωB97M-V functional and the def2-TZVPD basis",
  "elements": ["Be", "F", "B", "F", "F", "F", "O", "C", "C", "C", "C", "C", "C", "C", "O", "O", "H", "H", "H", "H", "H", "C", "C", "C", "C", "C", "C", "N", "C", "C", "C", "C", "C", "C", "H", "H", "H", "H", "H", "H", "H", "H", "H", "H", "C", "C", "N", "O", "H", "H", "H", "H", "H"],
  "positions_angstrom": [[1.50536, -0.31417, 0.04830], [0.82865, -3.95795, -3.55327], [-0.17937, -2.94684, -3.52738], [0.34464, -1.79861, -4.14633], [-1.32903, -3.39449, -4.15460], [-0.44802, -2.63367, -2.16420], [0.39808, 4.10593, -1.09763], [-0.42090, 3.03947, -1.31585], [-1.80160, 3.15919, -1.19869], [-2.62169, 2.06866, -1.43206], [-2.07481, 0.84560, -1.79688], [-0.69848, 0.72504, -1.89341], [0.14182, 1.80729, -1.64980], [1.63018, 1.61627, -1.70854], [2.36629, 2.38969, -2.27204], [2.06726, 0.50822, -1.12570], [-0.05665, 4.71790, -0.50844], [-2.22529, 4.11687, -0.91522], [-3.69461, 2.18011, -1.33332], [-2.70554, -0.01007, -1.99644], [-0.26849, -0.22989, -2.17753], [0.22142, 4.19197, 2.35212], [1.41925, 3.67591, 1.87394], [1.53452, 2.33733, 1.54432], [0.44700, 1.46041, 1.67264], [-0.75860, 1.99239, 2.16098], [-0.86320, 3.33184, 2.49024], [0.58224, 0.13586, 1.27683], [-0.28735, -0.82746, 1.82814], [-0.94912, -1.73482, 0.99884], [-1.74971, -2.73336, 1.53286], [-1.93019, -2.83565, 2.90502], [-1.28573, -1.92877, 3.73848], [-0.46986, -0.94287, 3.20951], [0.13793, 5.23740, 2.62309], [2.27788, 4.32443, 1.74741], [2.47718, 1.95628, 1.17033], [-1.62287, 1.34758, 2.25028], [-1.81123, 3.71191, 2.85410], [-0.83512, -1.66332, -0.07610], [-2.24390, -3.42730, 0.86354], [-2.56257, -3.60988, 3.32102], [-1.40916, -1.99767, 4.81314], [0.04211, -0.24848, 3.86521], [1.93526, -4.06435, -0.75713], [2.12627, -2.59976, -0.95545], [2.49156, -2.13809, -2.13011], [1.93167, -1.84376, 0.04049], [2.31485, -4.64696, -1.59057], [0.85949, -4.22776, -0.68351], [2.40172, -4.35517, 0.18224], [2.35002, -2.73993, -2.93204], [2.47038, -1.13244, -2.27082]],
  "gap_ev": 7.5,
  "fmax_ha_per_bohr": 0.00336,
  "charge": -1,
  "e_above_lowest_ev": 0.000
}

{
  "formula": "C21H20CaCl2GeO3S",
  "method": "the ωB97M-V functional and the def2-TZVPD basis",
  "elements": ["Ca", "Cl", "C", "C", "C", "Cl", "C", "O", "C", "C", "O", "C", "H", "H", "H", "Ge", "C", "C", "C", "C", "C", "C", "C", "C", "C", "C", "C", "C", "H", "H", "H", "H", "H", "H", "H", "H", "H", "H", "H", "C", "S", "C", "O", "H", "H", "H", "H", "H", "H"],
  "positions_angstrom": [[2.51189, -1.61220, 0.47824], [-3.96521, -3.73817, -2.96542], [-2.43145, -3.09786, -2.53825], [-1.96680, -1.94159, -3.14668], [-0.72347, -1.42561, -2.81340], [-0.19164, 0.01788, -3.59493], [0.09483, -2.04148, -1.87172], [1.34590, -1.56414, -1.60083], [-0.40574, -3.19364, -1.22999], [0.27032, -3.88249, -0.14825], [1.24444, -3.46686, 0.47869], [-1.65362, -3.71844, -1.58238], [-2.56975, -1.43489, -3.88823], [-0.15996, -4.84923, 0.14364], [-2.01872, -4.61131, -1.09059], [2.64992, -1.37672, -3.00700], [4.09018, -1.64866, -1.70984], [4.40653, -2.91370, -1.19740], [5.14472, -3.04076, -0.02323], [5.58594, -1.90144, 0.64895], [5.32509, -0.63833, 0.12400], [4.58194, -0.51453, -1.04961], [2.19819, -2.71108, -4.28436], [2.07233, -2.35108, -5.62565], [1.73896, -3.31205, -6.56911], [1.52480, -4.62492, -6.17547], [1.64165, -4.98837, -4.83921], [1.97851, -4.03441, -3.89318], [2.71248, 0.07541, -3.45368], [4.05664, -3.80698, -1.70142], [5.38148, -4.02308, 0.36472], [6.15781, -2.00090, 1.56229], [5.70072, 0.24494, 0.62371], [4.37178, 0.47375, -1.44500], [2.22937, -1.32592, -5.94016], [1.64542, -3.03415, -7.61004], [1.26460, -5.37211, -6.91315], [1.47370, -6.01411, -4.53928], [2.06091, -4.32755, -2.85160], [1.68516, 0.48954, 4.53151], [1.41148, 0.99244, 2.84536], [2.52736, 2.37939, 2.78067], [2.09025, -0.09386, 1.99934], [1.31446, 1.28215, 5.18153], [2.74754, 0.31546, 4.69452], [1.10854, -0.41665, 4.70406], [2.14542, 3.14687, 3.45409], [2.52297, 2.76258, 1.76259], [3.52478, 2.06180, 3.08050]],
  "gap_ev": 8.0,
  "fmax_ha_per_bohr": 0.00327,
  "charge": 2,
  "e_above_lowest_ev": 0.000
}

{
  "formula": "C21H20ClIN8OPtS2",
  "method": "the ωB97M-V functional and the def2-TZVPD basis",
  "elements": ["Pt", "Cl", "C", "C", "C", "I", "C", "O", "C", "N", "C", "C", "C", "C", "H", "H", "H", "H", "C", "C", "C", "C", "N", "C", "S", "N", "C", "H", "H", "H", "H", "H", "H", "H", "H", "C", "N", "C", "C", "N", "C", "S", "H", "H", "H", "H", "H", "H", "H", "H", "N", "C", "N", "C", "N"],
  "positions_angstrom": [[0.41758, 1.31420, -1.38140], [-4.42878, 6.13593, -1.61463], [-2.95721, 5.25894, -1.32719], [-1.95743, 5.83346, -0.59760], [-0.76142, 5.14137, -0.33137], [0.71040, 6.01461, 0.84153], [-0.54892, 3.86739, -0.81620], [0.55230, 3.17811, -0.60912], [-1.59985, 3.28613, -1.58526], [-1.37442, 2.00347, -2.01214], [-2.32274, 1.34945, -2.63913], [-3.56391, 1.94111, -2.92668], [-3.80901, 3.22562, -2.53560], [-2.81614, 3.94383, -1.83195], [-2.08996, 6.83354, -0.20857], [-2.07755, 0.34402, -2.95373], [-4.30944, 1.36548, -3.45610], [-4.75889, 3.69924, -2.74093], [-1.17758, -4.00800, -1.99381], [-0.75398, -3.56940, -0.63174], [-0.26663, -4.38297, 0.33820], [0.18411, -3.77716, 1.53365], [0.05297, -2.49450, 1.78834], [-0.50606, -1.68417, 0.85392], [-0.75438, -0.04811, 1.06475], [-0.85065, -2.24883, -0.35294], [0.88868, -4.61258, 2.55399], [-0.91450, -5.05028, -2.15302], [-0.68661, -3.40418, -2.75946], [-2.25724, -3.89676, -2.10959], [-0.13328, -5.43884, 0.15944], [-1.09470, -1.59273, -1.08633], [0.29444, -5.48794, 2.81974], [1.09343, -4.02347, 3.44373], [1.82952, -4.96573, 2.12581], [3.11363, -1.35404, 1.73215], [2.68738, 0.01360, 1.94719], [2.32628, 0.48207, 3.28292], [1.70993, 1.86638, 3.01378], [1.94284, 2.04225, 1.58303], [2.37673, 0.91137, 1.02631], [2.51798, 0.65643, -0.67183], [2.30450, -2.03157, 2.00996], [3.99717, -1.56038, 2.33742], [3.35103, -1.50890, 0.68440], [3.21135, 0.52912, 3.92007], [1.61124, -0.21399, 3.72437], [2.20545, 2.65094, 3.58360], [0.64278, 1.88840, 3.23511], [1.43355, 2.70839, 1.00464], [2.23002, -3.70581, -0.43864], [2.00668, -3.10701, -1.40303], [1.73212, -2.45706, -2.53084], [1.03069, -1.39848, -2.44515], [0.31654, -0.46196, -2.46407]],
  "gap_ev": 6.9,
  "fmax_ha_per_bohr": 0.02357,
  "e_above_lowest_ev": 0.177
}

Short version: M = 373.42 333.39 460.22 536.05 822.01 g mol⁻¹, in the order given.